1.
Below is the ion C5H11NOS with charge -2 at a distorted geometry, with properties calculated with wB97M-V/def2-TZVPD.

## Properties
structure (SMILES)	CCN[C@@H](C[O-])C[S-]
total charge	-2
gap between HOMO and LUMO	5.10	eV
HOMO level	1.04	eV

Last column: Löwdin charge in e.
Element x y z (Å)
1 C 0.157 1.790 -1.382  -0.1868
2 C 0.116 0.299 -1.637  -0.3792
3 N -0.610 -0.404 -0.595  -0.0991
4 C 0.162 -0.553 0.634  -0.4959
5 C -0.318 0.532 1.670  -0.5165
6 O 0.578 1.031 2.567  -0.4250
7 C -0.017 -1.969 1.196  -0.7798
8 S 0.503 -3.205 0.027  0.0660
9 H 0.468 2.233 -2.430  0.0703
10 H 0.852 2.194 -0.606  0.0715
11 H -0.898 2.118 -1.218  0.0613
12 H 1.243 0.001 -1.958  0.1320
13 H -0.571 0.239 -2.552  0.1007
14 H -0.659 -1.416 -0.920  0.0177
15 H 1.252 -0.362 0.438  0.1241
16 H -0.638 1.319 0.933  0.0472
17 H -1.299 0.166 2.111  0.0782
18 H -1.025 -2.072 1.588  0.0292
19 H 0.705 -1.940 2.134  0.0840

=====

2.
Below is a structure of composition C19H28FeIO2 at a distorted geometry, with properties calculated with wB97M-V/def2-TZVPD.

## Properties
<S²>	8.7853
gap between HOMO and LUMO (alpha / beta)	7.39 / 6.67	eV
multiplicity	6
HOMO level (alpha / beta)	-6.71 / -7.33	eV

Last column: Löwdin spin population.
Element x y z (Å)
1 O -0.650 -0.377 -1.284  0.0020
2 C -1.288 0.578 -2.253  0.0003
3 C -0.519 0.072 -3.444  0.0001
4 H -1.056 1.609 -1.953  0.0000
5 H -2.366 0.376 -2.367  0.0001
6 C -0.166 -1.074 -2.469  0.0001
7 H 0.329 0.716 -3.707  0.0000
8 H -1.120 -0.236 -4.298  0.0000
9 C 1.306 -1.357 -2.446  0.0001
10 H 1.854 -0.477 -2.093  0.0000
11 H 1.582 -1.578 -3.486  0.0000
12 H 1.473 -2.239 -1.816  0.0002
13 C -1.007 -2.318 -2.746  0.0000
14 H -2.064 -2.051 -2.898  0.0000
15 H -0.890 -3.036 -1.931  0.0001
16 H -0.629 -2.753 -3.676  0.0000
17 Fe -0.413 -0.578 2.168  3.6966
18 C -2.417 -0.759 3.071  0.0896
19 C -2.000 0.595 3.251  0.1385
20 C -1.701 1.134 1.956  0.0898
21 H -1.991 1.140 4.193  0.0045
22 C -1.993 0.137 0.981  0.0559
23 C -2.414 -1.050 1.670  0.1002
24 H -2.776 -1.946 1.187  0.0037
25 H -2.744 -1.416 3.870  0.0037
26 H -1.429 2.154 1.726  0.0047
27 H -2.014 0.339 -0.080  0.0049
28 C 0.530 -2.550 3.315  0.1177
29 C -0.307 -2.800 2.188  0.0871
30 C 0.317 -2.199 1.025  0.0302
31 H -1.165 -3.476 2.174  0.0029
32 C 1.511 -1.526 1.482  0.0745
33 C 1.669 -1.812 2.882  0.1731
34 H 2.561 -1.605 3.472  0.0068
35 H 0.333 -2.888 4.334  0.0031
36 H 0.050 -2.366 -0.018  0.0022
37 H 2.277 -1.069 0.858  0.0045
38 O 2.147 1.895 -1.581  0.0004
39 C 1.922 1.585 -0.178  0.0011
40 C 0.860 2.525 0.407  0.0023
41 H 2.887 1.711 0.354  0.0001
42 H 1.676 0.514 -0.084  0.0010
43 C 0.857 3.703 -0.594  0.0003
44 H 1.060 2.790 1.462  0.0018
45 H -0.119 2.019 0.391  0.0013
46 C 1.922 3.320 -1.666  0.0001
47 H 1.039 4.666 -0.095  0.0001
48 H -0.148 3.724 -1.055  0.0001
49 H 2.871 3.878 -1.439  0.0000
50 H 1.629 3.586 -2.677  0.0000
51 I 0.725 0.768 3.913  0.2942

=====

3.
Below is a structure of composition C60H55BBaBr5GeN3O6PS at a distorted geometry, with properties calculated with wB97M-V/def2-TZVPD.

## Properties
total charge	-2
<S²>	0.7846
gap between HOMO and LUMO (alpha / beta)	5.14 / 4.36	eV
multiplicity	2
HOMO level (alpha / beta)	-1.64 / -1.64	eV

Last column: Löwdin spin population.
Element x y z (Å)
1 Ba 1.073 0.234 -0.929  -0.0002
2 C 1.123 -2.661 3.891  0.0006
3 C 1.084 -4.094 3.434  0.0007
4 C 1.793 -5.055 4.145  0.0000
5 C 1.812 -6.386 3.749  0.0006
6 C 1.106 -6.773 2.623  0.0001
7 C 0.386 -5.821 1.908  0.0005
8 C 0.366 -4.487 2.298  0.0008
9 P -0.559 -3.205 1.352  0.0079
10 C -1.137 -4.123 -0.107  0.0041
11 C -2.451 -4.544 -0.281  0.0008
12 C -2.857 -5.166 -1.455  0.0000
13 C -1.938 -5.360 -2.475  -0.0001
14 C -0.628 -4.938 -2.314  0.0002
15 C -0.202 -4.321 -1.142  0.0003
16 C 1.228 -3.892 -1.001  -0.0002
17 C -2.074 -3.068 2.408  0.1044
18 C -2.651 -4.163 3.038  -0.0127
19 C -3.806 -4.043 3.804  0.1192
20 C -4.414 -2.801 3.961  -0.0103
21 C -3.845 -1.688 3.365  0.1030
22 C -2.668 -1.800 2.600  0.0474
23 C -2.124 -0.582 2.064  0.5334
24 H 1.684 -2.570 4.821  0.0000
25 H 0.124 -2.251 4.065  0.0004
26 H 1.603 -2.043 3.128  0.0000
27 H 2.355 -4.741 5.017  0.0000
28 H 2.384 -7.110 4.317  0.0000
29 H 1.118 -7.803 2.291  0.0000
30 H -0.161 -6.120 1.022  0.0000
31 H -3.179 -4.384 0.505  0.0003
32 H -3.886 -5.480 -1.568  0.0000
33 H -2.244 -5.825 -3.404  0.0000
34 H 0.090 -5.061 -3.116  0.0000
35 H 1.735 -3.846 -1.965  0.0000
36 H 1.800 -4.562 -0.353  0.0000
37 H 1.308 -2.901 -0.544  -0.0001
38 H -2.187 -5.137 2.919  -0.0029
39 H -4.231 -4.921 4.275  0.0084
40 H -5.319 -2.697 4.546  -0.0037
41 H -4.291 -0.710 3.488  0.0033
42 H -1.206 -0.559 1.500  0.0291
43 H -2.621 0.362 2.241  0.0266
44 Br 5.746 -5.282 -0.010  0.0000
45 C 4.834 -3.845 -0.837  0.0000
46 C 4.690 -3.772 -2.209  0.0000
47 Br 5.402 -5.132 -3.317  0.0000
48 C 3.996 -2.700 -2.799  0.0000
49 Br 3.763 -2.538 -4.655  0.0000
50 C 3.395 -1.678 -2.037  0.0000
51 O 2.741 -0.689 -2.545  0.0000
52 C 3.540 -1.776 -0.581  0.0000
53 O 2.968 -0.852 0.163  0.0000
54 C 4.270 -2.827 -0.042  0.0000
55 Br 4.380 -2.848 1.849  0.0000
56 C -2.927 3.727 -1.387  0.0000
57 Ge -1.175 3.146 -0.634  0.0010
58 C -0.235 4.760 -1.501  0.0004
59 C 0.709 4.521 -2.509  0.0000
60 C 1.344 5.551 -3.203  0.0000
61 C 1.065 6.876 -2.896  0.0000
62 C 0.133 7.149 -1.898  0.0000
63 C -0.503 6.109 -1.229  0.0001
64 C -1.425 3.942 1.222  0.0000
65 C -2.665 3.907 1.822  0.0000
66 C -2.890 4.336 3.159  0.0000
67 C -1.869 4.819 3.917  0.0000
68 C -0.559 4.884 3.367  0.0000
69 C 0.539 5.393 4.124  0.0000
70 C 1.788 5.458 3.587  0.0000
71 C 2.022 4.994 2.263  0.0000
72 C 0.991 4.495 1.530  0.0000
73 C -0.344 4.439 2.046  0.0000
74 H -3.203 4.739 -1.074  0.0000
75 H -3.734 3.035 -1.128  0.0000
76 H -2.829 3.709 -2.475  0.0000
77 H 0.933 3.494 -2.784  0.0000
78 H 2.049 5.318 -3.996  0.0000
79 H 1.558 7.681 -3.427  0.0000
80 H -0.100 8.178 -1.646  0.0000
81 H -1.228 6.356 -0.458  0.0000
82 H -3.517 3.546 1.255  0.0000
83 H -3.892 4.295 3.573  0.0000
84 H -2.036 5.164 4.932  0.0000
85 H 0.356 5.735 5.138  0.0000
86 H 2.608 5.852 4.178  0.0000
87 H 3.013 5.016 1.828  0.0000
88 H 1.188 4.133 0.532  0.0000
89 Br -4.105 1.359 -4.524  0.0000
90 C -4.258 0.005 -3.192  0.0004
91 C -4.984 -1.145 -3.508  -0.0003
92 C -5.125 -2.093 -2.518  0.0002
93 C -4.547 -1.868 -1.272  0.0004
94 C -3.826 -0.707 -1.091  0.0103
95 N -3.685 0.220 -2.043  0.0013
96 H -5.413 -1.274 -4.491  0.0000
97 H -5.677 -3.005 -2.709  0.0001
98 H -4.639 -2.581 -0.467  -0.0001
99 H -3.325 -0.500 -0.150  0.0110
100 N 4.631 1.174 -1.193  0.0000
101 C 4.115 2.440 -1.207  0.0000
102 N 3.964 3.044 -2.431  0.0000
103 O 3.826 3.032 -0.170  0.0000
104 H 4.476 0.619 -2.025  0.0000
105 H 4.351 0.673 -0.355  0.0000
106 H 3.823 2.442 -3.229  0.0000
107 H 3.343 3.841 -2.373  0.0000
108 O -1.013 -0.744 -4.350  0.0000
109 B -0.416 -0.049 -3.149  0.0001
110 O -0.146 1.322 -3.681  0.0001
111 C -0.490 1.347 -4.992  0.0000
112 C -0.413 2.415 -5.848  0.0000
113 C -0.865 2.222 -7.167  0.0000
114 C -1.363 0.991 -7.571  0.0000
115 C -1.435 -0.086 -6.671  0.0000
116 C -0.998 0.120 -5.384  0.0000
117 H -0.030 3.369 -5.508  0.0000
118 H -0.823 3.043 -7.872  0.0000
119 H -1.708 0.860 -8.589  0.0000
120 H -1.827 -1.050 -6.968  0.0000
121 O 0.848 1.276 1.122  0.0000
122 S 1.511 0.410 2.237  0.0017
123 C 3.151 1.087 2.579  0.0002
124 C 3.130 1.720 3.972  0.0003
125 C 2.012 1.023 4.749  0.0006
126 C 0.832 1.011 3.786  0.0050
127 H 3.351 1.779 1.756  0.0000
128 H 3.830 0.239 2.493  0.0000
129 H 2.898 2.775 3.890  0.0000
130 H 4.103 1.624 4.458  0.0001
131 H 1.763 1.521 5.687  0.0000
132 H 2.306 -0.005 4.989  0.0000
133 H 0.459 2.015 3.566  0.0000
134 H 0.007 0.364 4.081  0.0051

=====

4.
Below is a cluster of 2 separate species, C4H10O2 in total at a distorted geometry, with properties calculated with wB97M-V/def2-TZVPD.

## Properties
structure (SMILES)	CCC(C)=O.O
gap between HOMO and LUMO	10.27	eV
HOMO level	-9.57	eV

Last column: Löwdin charge in e.
Element x y z (Å)
1 C -0.150 0.417 -1.035  -0.1009
2 C 1.041 -0.027 -0.220  -0.2016
3 C 0.837 0.105 1.265  -0.5047
4 C 1.282 1.312 2.026  -0.0218
5 O 0.239 -0.701 1.896  0.0912
6 H -1.071 -0.004 -0.598  0.0790
7 H -0.058 0.059 -2.074  0.0779
8 H -0.239 1.517 -1.049  0.0804
9 H 1.205 -1.085 -0.501  0.1252
10 H 1.979 0.524 -0.424  0.1133
11 H 2.156 1.750 1.515  0.0770
12 H 1.577 1.029 3.050  0.0925
13 H 0.490 2.078 2.087  0.0954
14 O -3.194 -2.698 -2.089  -0.0889
15 H -2.927 -1.951 -2.671  0.0420
16 H -3.167 -2.325 -1.179  0.0441

=====

5.
Below is a cluster of 2 separate species, C5H3F4N in total at a distorted geometry, with properties calculated with wB97M-V/def2-TZVPD.

## Properties
gap between HOMO and LUMO	9.18	eV
HOMO level	-9.97	eV

Last column: Löwdin charge in e.
Element x y z (Å)
1 C -1.059 -0.195 1.365  -0.1762
2 C 0.320 2.209 1.686  -0.0191
3 C 1.498 1.882 2.184  -0.3499
4 C -0.940 0.849 -0.840  -0.0287
5 C -1.236 0.998 0.637  -0.3460
6 N -0.973 -1.141 2.031  0.2069
7 F -0.344 3.326 1.957  0.0611
8 F 2.284 2.649 3.011  0.0936
9 F 2.073 0.735 1.993  0.1458
10 F -2.278 1.746 0.917  0.1174
11 H -1.670 0.267 -1.321  0.0596
12 H -0.050 0.237 -1.114  0.1100
13 H -1.093 1.689 -1.612  0.1256

=====

The records above give, respectively, ΔE to the lowest compared entry with this formula, charge and spin values of 1.1809 0.7643 0.6485 0.7823 3.3404 eV.